No. 1
# C29H44N4OSSbZr

A molecular structure, C29H44N4OSSbZr (ωB97M-V/def2-TZVPD, the Open Molecules 2025 dataset).

CARTESIAN COORDINATES (ANGSTROEM)
Zr 0.513152 0.019443 0.226687
C -2.210542 1.549133 -4.312164
C -2.657047 0.125825 -3.941941
C -2.283447 -0.884514 -5.023014
C -2.209418 -0.266290 -2.545908
C -2.603918 0.511142 -1.448231
C -2.356798 0.116865 -0.141942
C -1.723027 -1.106086 0.140308
C -1.702140 -1.668325 1.549670
C -1.270862 -1.858377 -0.955414
C -1.495927 -1.432112 -2.269210
H -2.631555 1.817711 -5.279639
H -1.123153 1.628960 -4.400791
H -2.550832 2.297776 -3.595169
H -3.751502 0.143372 -3.877743
H -1.202866 -1.042833 -5.086716
H -2.612540 -0.517114 -5.993865
H -2.763065 -1.852489 -4.864384
H -3.176781 1.415765 -1.618698
H -2.773634 0.694502 0.672599
H -2.096438 -2.683830 1.544739
H -2.327085 -1.066685 2.204532
H -0.705054 -1.728139 2.004713
H -0.899151 -2.861977 -0.793743
H -1.182541 -2.073232 -3.083718
N 4.659149 -0.102997 4.060889
C 4.033925 0.580819 3.093705
C 2.965261 0.037296 2.350046
N 2.379297 0.738744 1.376568
C 2.818707 1.985713 1.132596
C 3.861513 2.506534 1.884062
N 4.459809 1.826437 2.843042
H 4.425873 -1.047970 4.307276
H 5.420253 0.346034 4.547801
H 2.591999 -0.953572 2.566406
H 2.354530 2.557317 0.346742
H 4.221342 3.511558 1.692105
C 0.006028 0.372493 4.838061
C -0.832193 1.520055 4.289612
S -0.091030 2.220037 2.819279
O -0.280545 1.067785 1.752122
C -1.316034 3.442524 2.343841
C -1.128722 3.900528 0.903576
H -0.506775 -0.058192 5.697406
H 0.985304 0.717790 5.170891
H 0.134068 -0.420141 4.099072
H -0.879321 2.360656 4.990340
H -1.848552 1.231774 4.017701
H -1.129418 4.261606 3.045404
H -2.301291 3.019862 2.546859
H -0.168997 4.397026 0.759848
H -1.909579 4.622862 0.670651
H -1.217957 3.073977 0.197787
C 0.760621 1.282637 -1.550801
C 1.620525 0.326861 -2.321140
C 1.277282 -0.120271 -3.604599
C 2.130123 -0.924043 -4.327684
C 3.353596 -1.327991 -3.776769
C 3.712358 -0.908921 -2.507934
C 2.843995 -0.096144 -1.783576
C 4.234618 -2.201422 -4.511082
N 4.928016 -2.936431 -5.058638
H -0.136682 1.559216 -2.094004
H 1.308096 2.201734 -1.338795
H 0.351223 0.212675 -4.052830
H 1.872981 -1.230182 -5.334263
H 4.673890 -1.196524 -2.101096
H 3.192669 0.305476 -0.840486
C 3.812107 -2.956194 0.873371
Sb 1.818118 -2.673178 0.200831
C 0.864629 -4.145470 1.406361
C 1.862581 -3.739583 -1.630228
H 4.172896 -3.863122 0.389720
H 3.804545 -3.105933 1.951510
H 4.459857 -2.121538 0.613319
H 1.520321 -5.015134 1.397002
H -0.099645 -4.423920 0.985196
H 0.730045 -3.806416 2.431415
H 1.916208 -4.795566 -1.370862
H 2.745998 -3.454004 -2.192740
H 0.973222 -3.549253 -2.226824

Cartesian forces, eV/Å:
Zr -0.163 0.248 -0.915
C 0.060 -0.040 0.001
C 0.006 0.030 0.038
C 0.012 -0.014 0.035
C -0.053 -0.014 -0.013
C -0.024 0.018 -0.014
C -0.136 -0.057 -0.041
C -0.241 -0.183 0.116
C -0.094 0.025 -0.088
C -0.070 0.032 -0.043
C 0.055 -0.034 0.006
H 0.002 0.010 0.009
H -0.070 -0.003 -0.010
H 0.010 -0.020 0.002
H -0.003 0.028 -0.012
H -0.022 0.027 -0.033
H -0.005 -0.012 0.022
H 0.039 0.031 0.020
H 0.014 -0.017 -0.001
H 0.082 0.051 0.036
H 0.027 -0.034 0.008
H 0.015 0.030 0.039
H 0.075 -0.019 0.018
H 0.073 -0.034 0.013
H -0.005 0.012 0.028
N -0.072 0.106 -0.068
C 0.163 -0.002 0.146
C -0.179 0.083 -0.048
N 0.295 -0.181 0.152
C -0.005 -0.061 0.012
C 0.161 0.025 0.135
N -0.050 0.063 -0.081
H -0.006 -0.010 -0.006
H 0.016 -0.011 0.000
H -0.015 -0.060 -0.026
H -0.018 0.034 -0.042
H 0.001 -0.025 0.018
C -0.029 0.063 0.010
C 0.019 -0.020 0.061
S 0.145 -0.110 -0.109
O -0.148 0.319 0.228
C 0.001 0.005 -0.024
C 0.014 0.012 0.065
H 0.009 0.023 -0.005
H -0.018 0.000 -0.015
H -0.027 0.005 -0.010
H -0.019 -0.036 -0.016
H -0.014 -0.034 0.048
H -0.066 -0.008 0.024
H -0.002 0.021 -0.055
H 0.010 -0.012 0.008
H 0.005 0.015 -0.002
H -0.022 -0.020 0.014
C 0.236 -0.038 -0.065
C 0.034 0.207 0.242
C -0.126 -0.171 0.021
C -0.030 -0.023 -0.073
C 0.091 -0.118 -0.128
C 0.016 -0.069 0.108
C 0.055 0.086 0.042
C -0.023 0.016 -0.004
N -0.105 0.100 0.084
H -0.146 0.003 -0.006
H 0.017 0.069 0.108
H 0.026 -0.010 0.007
H 0.016 0.005 0.023
H -0.015 0.025 0.002
H 0.081 0.086 -0.002
C -0.024 0.125 -0.051
Sb 0.175 -0.576 0.019
C 0.020 0.087 -0.016
C -0.066 0.086 0.014
H 0.029 0.007 0.031
H 0.036 -0.007 -0.002
H -0.005 -0.010 0.005
H -0.036 -0.032 0.027
H -0.002 -0.014 0.011
H 0.003 -0.015 0.018
H -0.007 -0.015 -0.026
H 0.007 -0.036 -0.007
H 0.012 -0.014 -0.012

Values from the calculation:
- E_HOMO: -16.97 eV
- E_LUMO: -9.747 eV
- Molar mass: 709.749 g/mol
- 2S+1: 1
- Charge: +3



No. 2
# C29H44N8OS2Sc

A molecular structure, C29H44N8OS2Sc (ωB97M-V/def2-TZVPD, the Open Molecules 2025 dataset).

CARTESIAN COORDINATES (ANGSTROEM)
Sc 0.899135 -0.533660 0.142362
C 3.673674 1.944486 0.982131
C 2.943703 2.221897 -0.323426
N 2.387664 1.005979 -0.957086
C 3.436070 0.370290 -1.785613
C 2.949575 -0.947866 -2.324142
N 2.698165 -1.850227 -1.190983
C 3.879987 -2.675437 -0.863340
C 3.849084 -3.256416 0.544313
C 2.451541 -3.638391 1.009739
N 1.672281 -2.465815 1.454494
C 2.085474 -1.967087 2.781260
C 2.875972 -0.676418 2.691281
N 2.048792 0.388449 2.095262
C 2.732691 1.698103 2.148359
H 4.285926 2.815151 1.223900
H 4.368068 1.107269 0.864641
H 3.621368 2.708926 -1.031382
H 2.131121 2.919955 -0.135400
H 1.670915 1.303369 -1.633665
H 4.321341 0.216737 -1.163463
H 3.721543 1.037857 -2.604342
H 3.678867 -1.361767 -3.028321
H 2.011344 -0.797471 -2.860630
H 1.977018 -2.497798 -1.489283
H 4.776519 -2.067859 -0.995622
H 3.942674 -3.490187 -1.591900
H 4.280448 -2.556080 1.259665
H 4.489221 -4.139654 0.563688
H 2.525317 -4.355632 1.832860
H 1.891697 -4.128225 0.209267
H 0.701769 -2.760195 1.527946
H 2.683578 -2.715919 3.308495
H 1.188721 -1.788353 3.375815
H 3.767083 -0.800171 2.076317
H 3.207501 -0.385917 3.694745
H 1.226627 0.466715 2.691763
H 3.274903 1.785301 3.095523
H 1.961754 2.470410 2.151115
C -0.393630 3.033674 0.353009
C -0.928392 1.659505 0.597282
N -0.934624 0.847982 -0.420631
N -1.953897 -0.077705 -0.447369
C -1.827611 -1.246603 -0.943755
S -0.355238 -2.084106 -1.399497
S -3.332389 -2.154477 -1.162114
C -4.213276 -1.628488 0.331438
C -4.757940 -0.220219 0.409423
C -5.074849 0.280934 1.666658
C -5.598000 1.558150 1.812394
C -5.804993 2.353852 0.694698
C -5.491162 1.856610 -0.564242
C -4.974323 0.577385 -0.705119
C -1.460914 1.275706 1.904030
C -2.140158 2.157510 2.745698
C -2.577635 1.746850 3.990242
C -2.315454 0.443735 4.407027
C -1.610773 -0.437361 3.602479
C -1.163043 -0.033040 2.343809
O -0.403399 -0.837249 1.599327
H 0.100688 3.080017 -0.615198
H -1.258501 3.703254 0.302665
H 0.248505 3.403674 1.151533
H -5.034575 -2.347123 0.400353
H -3.548967 -1.818199 1.174816
H -4.902793 -0.331787 2.545372
H -5.844304 1.929740 2.799053
H -6.215028 3.349665 0.801682
H -5.647811 2.469395 -1.442862
H -4.720085 0.199725 -1.688206
H -2.355971 3.161825 2.401723
H -3.121183 2.427495 4.630287
H -2.661896 0.111644 5.377597
H -1.398412 -1.447304 3.931005
C -1.175258 -1.192092 -5.192523
N -0.797951 0.218006 -5.211662
C -0.764901 0.916281 -6.492255
C -0.147644 0.721747 -4.182417
N 0.401336 1.116649 -3.243598
H -2.147948 -1.302138 -5.670028
H -1.243033 -1.533632 -4.161676
H -0.442890 -1.802064 -5.727432
H -1.726917 0.789275 -6.986769
H 0.022697 0.522878 -7.139652
H -0.594589 1.976073 -6.322936

Cartesian forces, eV/Å:
Sc 1.033 -0.608 0.129
C -0.029 -0.039 -0.023
C 0.024 -0.027 0.007
N -0.329 0.066 -0.210
C 0.026 0.064 0.034
C 0.001 -0.095 -0.034
N -0.216 0.061 -0.127
C 0.033 0.101 0.030
C -0.052 -0.020 -0.011
C 0.043 0.091 -0.011
N -0.283 -0.013 -0.011
C 0.087 -0.029 -0.013
C -0.025 0.029 -0.016
N -0.073 0.064 0.027
C -0.012 -0.025 -0.001
H 0.011 -0.002 -0.006
H 0.014 0.017 0.014
H 0.001 0.017 0.006
H 0.016 0.010 0.000
H 0.037 0.044 0.000
H 0.006 -0.001 -0.007
H -0.005 0.012 0.010
H -0.013 -0.032 0.003
H 0.012 0.016 -0.005
H 0.026 -0.038 0.025
H -0.007 0.016 0.014
H 0.057 0.011 -0.019
H 0.034 -0.025 -0.001
H -0.004 -0.001 0.009
H -0.020 -0.026 -0.014
H 0.005 0.011 -0.011
H 0.009 0.010 0.076
H -0.016 -0.017 -0.008
H 0.007 0.006 0.009
H 0.005 0.006 0.005
H 0.003 0.012 0.000
H -0.026 0.002 -0.044
H 0.012 0.006 0.000
H 0.006 0.007 0.026
C 0.090 -0.007 0.085
C -0.062 0.036 0.025
N 0.079 -0.187 -0.423
N -0.094 0.110 0.275
C 0.180 -0.037 -0.122
S -0.146 0.340 -0.138
S 0.109 -0.049 0.182
C -0.204 0.027 -0.044
C -0.025 -0.024 0.004
C 0.010 0.015 0.029
C 0.002 -0.009 -0.045
C 0.010 -0.035 -0.007
C 0.001 0.005 0.017
C -0.055 -0.007 -0.037
C -0.100 0.113 -0.050
C -0.029 -0.019 -0.012
C 0.024 -0.033 -0.004
C -0.007 -0.009 -0.025
C -0.072 0.030 0.054
C 0.095 -0.104 -0.227
O -0.287 0.011 0.632
H -0.042 0.009 -0.022
H -0.004 -0.003 -0.003
H -0.018 0.001 0.007
H 0.013 0.003 0.011
H 0.001 0.011 0.011
H 0.009 0.004 0.001
H 0.008 0.001 0.002
H 0.004 0.006 -0.002
H -0.015 0.001 0.000
H 0.016 0.016 0.017
H -0.001 -0.003 0.002
H -0.011 -0.005 0.000
H 0.011 0.006 0.006
H -0.001 0.001 0.005
C 0.001 0.026 0.012
N -0.077 0.184 0.036
C 0.011 -0.058 0.013
C -0.026 -0.260 0.009
N 0.202 0.224 -0.087
H -0.007 -0.011 0.002
H 0.007 -0.003 -0.024
H 0.001 -0.011 -0.005
H -0.002 0.009 -0.004
H 0.002 -0.001 -0.005
H 0.000 0.004 -0.006

Values from the calculation:
- E_HOMO: -10.33 eV
- E_LUMO: -2.744 eV
- Molar mass: 629.816 g/mol
- 2S+1: 1
- Charge: +1



- Which formula does entry 2 have?
  C29H44N8OS2Sc